*one*
DFT (wB97M-V/def2-TZVPD) results for 2 unconnected molecules or ions with the total composition C3H3NOS.

```
9
Properties=species:S:1:pos:R:3:lowdin_charge:R:1
C -0.85 1.58 0.31 -0.067
C -1.54 1.33 -0.59 -0.028
C 0.83 -1.59 -0.19 -0.634
N 1.40 -0.53 0.13 -0.117
O 1.68 0.56 0.56 0.062
S -0.55 -1.88 0.78 0.633
H -0.26 1.52 1.30 0.077
H -2.04 1.28 -1.52 0.018
H 1.32 -2.28 -0.78 0.057
```

Results
E_HOMO (spin up / spin down)   -8.93 / -8.72 eV
Orbital gap (spin up / spin down)   7.8 / 6.4 eV
Net charge   0
Spin multiplicity   1
E_LUMO (spin up / spin down)   -1.15 / -2.28 eV



*two*
DFT (wB97M-V/def2-TZVPD) results for C3H3NOS in the gas phase.

```
9
Properties=species:S:1:pos:R:3:lowdin_charge:R:1
C 0.00 0.19 0.15 -0.704
C -0.23 -1.02 0.71 -0.119
C 0.02 -1.23 -1.41 -0.192
H 0.35 2.41 -0.19 -0.141
H -0.46 -1.39 1.69 0.123
H 0.06 -1.75 -2.35 0.134
N 0.17 0.05 -1.21 0.082
O -0.23 -1.93 -0.30 0.028
S 0.12 1.76 0.94 0.788
```

Results
E_HOMO   -8.68 eV
Orbital gap   9.6 eV
Net charge   0
Spin multiplicity   1
E_LUMO   0.94 eV



Energetically preferred structure: *two* | next structure: +6.488 eV